# 1
44
Properties=species:S:1:pos:R:3:forces:R:3:lowdin_charge:R:1 method="wB97M-V/def2-TZVPD" gap_ev=9.88 e_homo_ha=-0.3430 de_lowest_kj_mol=0.0
O 1.764063 1.208436 -2.228200 0.372 -0.114 -0.234 0.088
C 0.890508 1.380893 -1.412425 -0.123 0.144 0.318 -0.584
N -0.430981 1.351275 -1.643333 -0.249 0.101 0.137 0.087
H -1.061666 1.470270 -0.859297 0.118 0.032 0.073 0.107
C -0.965915 0.980965 -2.932569 -0.111 -0.178 -0.210 -0.173
H -0.158034 1.119123 -3.655582 -0.162 0.040 0.012 0.123
H -1.785075 1.663320 -3.178132 0.100 -0.005 -0.047 0.119
C -1.462741 -0.468419 -2.996836 0.302 0.131 -0.104 -0.177
C -0.365895 -1.478044 -2.636907 -0.229 0.064 0.181 -0.195
C -0.361678 -1.808024 -1.144277 0.328 -0.130 -0.196 -0.210
C 0.935989 -2.471849 -0.690342 -0.330 0.034 0.298 -0.171
H 1.087383 -3.408637 -1.228918 0.085 -0.052 -0.060 0.117
H 1.776233 -1.812259 -0.921483 0.091 0.000 -0.057 0.113
C 0.914824 -2.768061 0.813399 0.034 -0.192 -0.271 -0.168
N 0.722620 -1.566450 1.594710 0.251 0.162 0.034 0.101
C -0.503368 -1.182208 1.986231 0.251 0.209 0.220 -0.571
O -1.498419 -1.861926 1.999322 -0.376 -0.117 -0.035 0.102
O -0.482465 0.119490 2.420301 0.281 -0.121 -0.096 -0.032
C -1.730320 0.641057 2.850681 -0.541 -0.035 -0.218 -0.140
H -1.482408 1.545847 3.412691 -0.043 -0.078 -0.017 0.135
H -2.228088 -0.081740 3.504724 0.044 0.161 -0.017 0.134
C -2.656330 0.962375 1.675151 -0.028 -0.337 0.474 -0.212
O -2.090445 1.865535 0.754491 0.210 0.387 -0.172 -0.068
H -1.737089 2.627035 1.229206 -0.016 -0.021 -0.093 0.104
H -2.863706 0.048860 1.114652 -0.035 0.084 0.127 0.123
H -3.600029 1.357449 2.076045 0.066 -0.104 -0.006 0.126
H 1.462021 -0.878015 1.606740 -0.050 0.041 0.057 0.127
H 1.850391 -3.239880 1.123713 -0.110 -0.029 0.024 0.120
H 0.081270 -3.433222 1.049555 0.158 -0.020 0.013 0.123
H -0.495428 -0.885940 -0.578597 -0.075 -0.017 0.025 0.091
H -1.205290 -2.460468 -0.907809 -0.084 0.030 0.048 0.124
H 0.602003 -1.061216 -2.920189 0.084 -0.034 -0.062 0.106
H -0.506997 -2.399393 -3.205148 0.061 -0.025 -0.030 0.111
H -2.313369 -0.595784 -2.324295 -0.130 -0.031 -0.012 0.109
H -1.813724 -0.644373 -4.014927 -0.113 0.017 -0.015 0.107
O 1.144846 1.656660 -0.099379 -0.196 -0.005 0.062 -0.004
C 2.528977 1.732196 0.224263 0.487 0.143 0.223 -0.162
H 3.001451 0.761269 0.034448 -0.008 0.128 0.039 0.131
C 2.668695 2.113784 1.695811 -0.031 0.090 -0.658 -0.230
H 2.123267 3.048831 1.878079 0.104 -0.001 -0.008 0.124
O 2.232045 1.099742 2.560946 -0.321 -0.399 0.175 -0.062
H 1.271809 1.001489 2.469531 0.024 0.054 0.087 0.050
H 3.726670 2.271707 1.917763 -0.075 0.081 -0.092 0.125
H 3.014397 2.478300 -0.413810 -0.015 -0.089 0.082 0.133

---

# 2
49
Properties=species:S:1:pos:R:3:forces:R:3:lowdin_charge:R:1 method="wB97M-V/def2-TZVPD" s_squared=6.02 gap_ev="9.60 / 5.77" spin_multiplicity=5 total_charge=+3 e_homo_ha="-0.6831 / -0.6841"
Pd -0.705577 0.832265 0.006160 0.390 -0.206 -0.180 1.138
C 1.958274 2.194854 2.504789 -0.046 0.006 -0.067 -0.006
C 0.636333 2.324196 1.819033 0.112 -0.031 -0.041 -0.230
C 0.495897 3.144300 0.683970 -0.075 0.067 -0.113 0.073
C -0.776454 3.418009 0.091991 0.182 -0.029 -0.045 -0.220
C -0.873067 4.355251 -1.052904 0.060 0.008 -0.004 0.014
C -1.908577 2.778718 0.628614 -0.234 0.061 0.027 -0.018
C -1.809538 1.894788 1.718136 0.023 0.137 0.309 -0.284
C -3.014566 1.242926 2.303922 0.041 0.027 0.052 0.011
C -0.506398 1.668224 2.290097 -0.311 0.090 0.066 0.023
H 2.769586 2.062628 1.789231 -0.009 -0.008 -0.007 0.106
H 1.965415 1.382174 3.227342 -0.016 0.002 -0.002 0.077
H 2.155603 3.124079 3.047342 0.011 -0.004 0.005 0.124
H 1.374611 3.619871 0.261304 -0.006 -0.017 -0.017 0.161
H -0.213410 4.037931 -1.864877 -0.003 -0.010 0.007 0.113
H -0.513075 5.339390 -0.733736 -0.024 0.007 -0.009 0.128
H -1.889375 4.456230 -1.422973 -0.008 -0.004 0.006 0.106
H -2.884432 2.988607 0.208124 0.004 -0.073 -0.049 0.155
H -2.815380 0.207308 2.581212 0.004 0.003 0.012 0.104
H -3.868107 1.289760 1.632081 -0.003 -0.002 -0.004 0.107
H -3.275807 1.772890 3.226859 -0.021 -0.004 -0.008 0.130
H -0.429562 1.020234 3.156273 -0.018 -0.070 -0.052 0.153
N 0.500134 -1.720282 -3.239574 -0.103 -0.039 -0.029 0.218
C -0.679286 -1.667488 -2.271776 0.032 -0.087 -0.038 -0.495
C -1.668124 -2.788373 -2.603000 0.067 0.062 -0.059 -0.040
P 0.082895 -1.918192 -0.586829 0.065 0.160 0.349 0.299
O -1.155971 -1.766084 0.414661 -0.082 -0.024 0.049 -0.137
O 0.748923 -3.231449 -0.563586 0.192 0.123 -0.176 -0.254
O 0.883545 -0.646733 -0.271451 -0.452 -0.064 -0.047 -0.419
P -1.422212 0.011398 -2.397207 0.251 0.122 -0.117 0.346
O -1.978464 -0.016890 -3.851148 -0.065 -0.131 0.102 -0.033
O -2.423497 0.228788 -1.270044 0.167 -0.050 -0.026 -0.259
O -0.273033 1.001796 -2.191452 -0.131 0.115 0.016 -0.281
H 1.061267 -2.564510 -3.065662 -0.057 -0.003 0.002 0.175
H 1.109740 -0.899583 -3.132228 -0.028 -0.019 0.038 0.166
H 0.172466 -1.752624 -4.212397 0.032 0.002 0.036 0.181
H -1.258707 -3.765665 -2.346568 0.023 -0.001 -0.010 0.101
H -1.928391 -2.776814 -3.662607 -0.026 0.007 0.005 0.103
H -2.593856 -2.639634 -2.046603 0.008 -0.007 0.020 0.104
H -1.738777 -2.527140 0.549879 -0.021 -0.045 0.024 0.126
H -2.602594 0.652488 -4.167575 -0.044 0.106 -0.069 0.141
N 4.538892 -3.065033 2.605338 -0.039 0.041 0.072 0.168
C 3.442625 -2.987081 1.876271 -0.005 -0.076 0.016 -0.772
N 3.082738 -3.934035 1.041230 -0.109 0.102 -0.034 0.171
S 2.425258 -1.570283 2.050118 0.244 -0.206 0.029 0.922
H 5.115904 -3.896576 2.611816 -0.035 -0.002 0.036 0.152
H 4.818311 -2.309232 3.212722 0.019 -0.019 -0.048 0.129
H 3.650051 -4.761019 0.910619 0.026 0.031 -0.052 0.153
H 2.217761 -3.844365 0.505052 0.020 -0.048 0.025 0.069

---

# 3
49
Properties=species:S:1:pos:R:3:forces:R:3:lowdin_charge:R:1 method="wB97M-V/def2-TZVPD" s_squared=0.85 gap_ev="5.99 / 6.83" spin_multiplicity=2 total_charge=+1 e_homo_ha="-0.3981 / -0.3985" de_lowest_kj_mol=27.1
V 0.139407 -0.678368 -1.127678 0.138 -0.220 -0.506 -0.138
Se -0.370713 -3.578747 -4.240206 -0.123 -0.318 -0.031 0.006
Sb 0.445667 -1.405373 -4.268885 -0.031 0.148 0.166 -0.092
Se 2.067736 -1.311054 -2.078305 0.049 0.051 0.105 0.282
Se -1.286600 0.009126 -2.721344 -0.085 0.039 0.001 0.268
Se 1.280835 0.129797 -5.797426 0.131 0.192 -0.195 0.005
C 0.514378 -1.705108 2.264589 -0.128 -0.007 -0.015 0.000
N -0.707103 -2.478632 2.073200 -0.089 -0.105 0.222 -0.056
C -1.420244 -3.018799 3.237958 0.070 0.092 -0.076 -0.120
C -2.134689 -4.293101 2.840712 -0.026 -0.069 0.053 -0.137
C -3.046104 -4.020485 1.664144 0.038 0.075 -0.166 -0.123
N -2.321856 -3.309473 0.602294 -0.096 -0.126 0.168 -0.048
C -2.859393 -3.451373 -0.753825 0.043 -0.020 0.176 0.013
C -1.212125 -2.627671 0.848290 0.215 0.203 -0.672 -0.395
O -0.583457 -2.097400 -0.151540 -0.168 0.006 0.694 -0.204
H 0.834533 -1.836371 3.293827 0.047 -0.001 -0.007 0.100
H 0.340847 -0.638693 2.096872 0.008 0.017 -0.003 0.084
H 1.301215 -2.055455 1.599204 0.032 0.001 0.007 0.098
H -2.127098 -2.274476 3.615458 0.001 0.002 0.015 0.138
H -0.683238 -3.206514 4.015482 -0.009 -0.032 0.012 0.128
H -2.719186 -4.672089 3.677858 0.002 0.017 0.002 0.130
H -1.401372 -5.057510 2.577604 0.009 0.010 -0.015 0.132
H -3.914241 -3.423836 1.954996 -0.004 -0.011 0.036 0.138
H -3.413546 -4.950216 1.231019 -0.008 -0.016 0.030 0.134
H -2.711465 -4.476365 -1.093225 -0.003 0.012 -0.056 0.108
H -2.362845 -2.771322 -1.435030 -0.014 -0.011 -0.039 0.049
H -3.926072 -3.233068 -0.722831 -0.007 0.013 -0.035 0.106
C 1.280987 4.211320 0.778472 -0.015 0.055 0.004 -0.175
N 0.293278 4.180505 -0.302270 0.023 -0.091 0.007 -0.142
C 0.952199 4.554451 -1.555894 0.022 0.042 -0.054 -0.167
N 2.117085 3.726908 -1.873143 -0.029 -0.084 0.052 -0.138
C 3.054007 3.773987 -0.749538 0.010 0.041 -0.050 -0.168
N 2.456799 3.376196 0.527713 -0.044 -0.081 -0.026 -0.143
C 2.125777 1.953497 0.548563 0.039 0.144 -0.003 -0.291
P 0.894781 1.575083 -0.777158 -0.041 -0.184 0.212 0.872
C -0.356807 2.879354 -0.406994 0.032 0.106 -0.011 -0.298
C 1.741102 2.363181 -2.212502 -0.020 0.058 -0.028 -0.304
H 0.807574 3.902262 1.711958 -0.005 -0.021 -0.008 0.131
H 1.618563 5.241872 0.893130 0.014 -0.006 -0.006 0.135
H 1.287083 5.588395 -1.466750 0.000 -0.002 0.020 0.135
H 0.234584 4.494800 -2.375165 -0.007 -0.008 0.009 0.136
H 3.406792 4.801188 -0.651420 0.003 -0.006 0.022 0.135
H 3.910416 3.133720 -0.964396 -0.006 -0.009 -0.003 0.135
H 1.718156 1.686438 1.526360 -0.012 -0.002 0.004 0.091
H 3.024640 1.354439 0.387266 0.014 0.010 -0.015 0.099
H -0.884331 2.644488 0.519817 0.002 0.016 0.018 0.100
H -1.088817 2.884973 -1.217518 -0.018 0.025 0.007 0.084
H 1.066905 2.341242 -3.071765 0.010 0.023 -0.019 0.084
H 2.615960 1.764276 -2.471974 0.038 0.030 -0.003 0.085

---

# 4
46
Properties=species:S:1:pos:R:3:forces:R:3:lowdin_charge:R:1 method="wB97M-V/def2-TZVPD" gap_ev=8.13 total_charge=+1 e_homo_ha=-0.4816 de_lowest_kj_mol=0.0
Sn 0.269335 -0.032943 -0.408515 -0.443 0.828 0.592 1.174
O -2.724149 0.460295 1.880694 0.200 -0.087 -0.124 -0.221
S -1.422822 -0.087237 1.727341 -0.189 -0.084 0.087 0.401
O -0.872055 -0.807546 2.858684 0.066 0.058 -0.074 -0.286
O -1.318378 -0.988732 0.448289 0.024 -0.134 0.026 -0.430
O -0.383847 0.991409 1.284473 0.031 0.048 -0.013 -0.466
S 2.195676 -0.934610 0.791185 0.040 -0.185 -0.393 0.730
C 2.365336 0.284398 2.055916 -0.086 -0.066 0.134 -0.631
N 1.594987 0.168444 3.154673 0.107 0.451 -0.102 0.085
C 1.710655 0.979746 4.211681 -0.001 -0.117 -0.067 0.005
C 2.670454 1.966702 4.224530 0.066 0.003 -0.007 0.001
C 3.480150 2.116567 3.108278 -0.010 0.000 0.020 0.006
C 3.330992 1.269758 2.016917 0.052 -0.015 0.015 -0.049
H 0.743260 -0.424629 3.088529 -0.136 -0.301 0.130 0.093
H 1.015049 0.807236 5.020072 -0.042 0.008 -0.013 0.155
H 2.770805 2.607203 5.087247 -0.008 0.018 0.003 0.127
H 4.230000 2.895603 3.083568 0.016 0.000 0.001 0.130
H 3.956500 1.359096 1.141096 0.012 0.005 0.003 0.121
C -3.208575 0.896294 -1.539387 -0.043 -0.108 0.147 -0.157
Si -1.899541 2.190328 -1.725625 0.157 0.055 -0.506 0.431
C -1.892110 3.442005 -0.363935 0.035 -0.038 0.164 -0.152
C -2.078880 3.057112 -3.369790 -0.177 0.066 0.023 -0.165
C -0.186870 1.316895 -2.008775 0.438 -0.726 0.326 -0.445
Si 1.451087 2.269284 -2.321814 -0.216 0.049 -0.193 0.389
C 1.297708 3.178329 -3.930816 0.087 0.117 -0.048 -0.164
C 1.735760 3.392081 -0.858785 0.037 -0.012 0.088 -0.159
C 2.851383 1.047008 -2.489700 0.019 -0.096 0.014 -0.190
H -4.182489 1.340916 -1.754974 -0.002 0.011 -0.026 0.052
H -3.254896 0.499236 -0.526417 -0.043 -0.045 0.001 0.013
H -3.060639 0.065230 -2.232058 -0.028 0.003 -0.023 0.050
H -2.905209 3.841235 -0.272037 0.004 0.036 -0.021 0.054
H -1.221445 4.274498 -0.578020 0.004 0.022 0.000 0.033
H -1.627324 3.008719 0.598269 0.007 0.018 0.056 0.021
H -3.112046 3.401958 -3.465075 0.005 0.008 -0.023 0.048
H -1.869491 2.408771 -4.221189 0.007 -0.002 -0.018 0.046
H -1.437354 3.934845 -3.430217 -0.018 0.012 -0.042 0.023
H -0.346482 0.614180 -2.837714 0.007 0.149 -0.150 0.024
H 0.641129 4.043839 -3.872493 0.001 0.012 -0.016 0.027
H 0.930774 2.521888 -4.721404 -0.006 0.005 -0.016 0.049
H 2.287471 3.532414 -4.229943 -0.010 0.010 -0.018 0.047
H 1.209029 4.339136 -0.981288 -0.026 0.006 0.027 0.040
H 2.797773 3.617847 -0.742080 0.001 0.019 -0.007 0.042
H 1.377688 2.945842 0.075268 0.025 0.029 0.038 0.020
H 2.632976 0.297441 -3.254898 0.020 0.001 -0.004 0.050
H 3.102362 0.523828 -1.566055 0.022 -0.044 0.035 -0.019
H 3.753856 1.576620 -2.803558 -0.005 0.011 -0.027 0.048

---

# 5
48
Properties=species:S:1:pos:R:3:forces:R:3:lowdin_charge:R:1 method="wB97M-V/def2-TZVPD" gap_ev=8.73 e_homo_ha=-0.3149 de_lowest_kj_mol=1215.6
C -11.418045 -10.581487 5.453067 -0.170 -1.205 0.571 -0.136
C -10.185327 -9.847786 4.898222 0.214 1.001 0.257 -0.115
C -10.683874 -9.370312 3.522552 1.848 -2.169 0.437 -0.220
O -11.493021 -10.489139 3.120684 0.154 0.083 -1.534 -0.123
C -12.127814 -11.160669 4.214502 1.739 -1.193 1.036 -0.191
H -12.132561 -10.001683 6.037361 0.386 0.717 -0.041 0.104
H -11.195588 -11.402375 6.134806 0.445 -0.001 -0.026 0.109
H -9.245353 -10.374575 4.733768 -0.562 -1.164 -0.106 0.114
H -9.760256 -9.093506 5.560409 -0.742 0.645 0.085 0.109
H -9.868199 -9.356068 2.799662 -0.151 0.325 0.069 0.126
H -11.185049 -8.403099 3.560155 0.173 -0.269 0.109 0.064
H -12.006506 -12.242820 4.262930 0.883 -0.188 -0.945 0.127
H -13.207265 -11.019280 4.160929 2.496 -1.375 0.322 0.032
C -16.503489 -12.646697 2.653161 -0.634 -1.703 -1.056 -0.238
C -17.890584 -12.246054 2.204461 -2.601 0.643 0.181 -0.128
C -18.865427 -12.941150 3.257378 0.695 -0.985 -1.339 -0.149
O -17.972794 -13.526043 4.178268 -1.949 0.750 2.660 -0.122
C -16.793830 -13.771775 3.580914 1.633 -1.412 -1.559 -0.257
H -16.215932 -11.708567 3.127836 -0.624 -6.714 -0.394 -0.077
H -15.884739 -12.949691 1.808509 -0.078 -0.168 0.312 0.124
H -18.089877 -12.324873 1.135740 -0.280 -0.973 0.073 0.112
H -18.165646 -11.206701 2.383885 0.669 -0.025 -0.363 0.092
H -19.448434 -13.745617 2.809004 -0.127 -0.199 -0.331 0.105
H -19.591423 -12.335543 3.799845 0.391 0.449 -0.085 0.117
H -16.932554 -14.643039 2.940792 0.290 -0.747 -0.177 0.120
H -15.973092 -14.003928 4.259595 -0.271 0.113 0.468 0.130
C -11.899169 -5.096469 3.292854 -0.702 1.649 -0.700 -0.180
C -11.777625 -4.431552 1.884707 -0.794 0.706 0.360 -0.165
O -11.594547 -5.499909 0.991277 0.147 -2.324 -0.292 -0.196
S -11.277704 -6.981932 1.728306 1.317 2.126 -2.352 0.841
O -10.004197 -7.479165 1.236948 -2.079 0.920 1.324 -0.207
O -12.495182 -7.834626 1.675561 9.210 6.043 -4.214 -0.263
O -11.073529 -6.178215 3.161724 1.508 -3.820 -0.539 -0.206
H -12.892199 -5.466400 3.548057 -0.296 0.538 -0.122 0.119
H -11.487408 -4.503107 4.109236 -0.168 0.135 -0.171 0.143
H -10.969908 -3.711277 1.754658 0.456 -0.328 0.486 0.129
H -12.652190 -3.881528 1.537263 -0.355 -0.233 0.384 0.130
C -13.474926 -8.965880 4.136124 1.470 1.451 1.581 -0.204
C -13.923086 -8.280421 2.934325 -1.788 -0.902 1.033 -0.302
O -15.203015 -8.658213 2.798902 -6.382 -2.116 -0.825 -0.137
S -15.426139 -10.303382 3.066359 0.249 6.385 -0.030 0.898
O -15.029289 -11.027702 1.882918 1.551 2.747 1.079 -0.195
O -16.792443 -10.565596 3.621875 3.735 6.441 1.563 -0.232
O -14.254626 -10.104597 4.231872 -5.092 -1.307 -0.002 -0.204
H -13.573441 -8.429326 5.079787 -0.276 0.178 0.074 0.160
H -12.426362 -9.214549 3.972417 -1.883 0.249 0.716 0.060
H -13.338861 -8.657138 2.094765 -3.326 -2.438 1.866 0.036
H -13.900231 -7.191243 2.969967 -0.328 -0.337 0.156 0.143